{
  "formula": "C5H3FN4",
  "method": "ωB97M-V/def2-TZVPD",
  "species": ["C", "C", "C", "C", "C", "N", "N", "N", "N", "F", "H", "H", "H"],
  "positions_angstrom": [[-1.52464, -0.75621, 0.15088], [-2.15679, 1.41922, -0.01399], [2.09228, -0.97958, -0.09882], [-0.09197, -0.53282, -0.01292], [-0.00306, 0.84398, -0.12547], [-2.44640, 0.14984, 0.10813], [-0.85244, 1.72875, -0.09433], [0.82960, -1.44667, -0.08653], [2.34492, 0.24360, 0.18490], [3.66845, 0.62618, 0.03218], [-1.80766, -1.77560, 0.36313], [-2.90311, 2.18931, -0.04101], [2.85085, -1.71000, -0.36616]],
  "molar_mass_g_mol": 138.11,
  "energy_ev": -13905.91410
}

{
  "formula": "C5H3FO2",
  "method": "ωB97M-V/def2-TZVPD",
  "species": ["C", "C", "C", "C", "F", "C", "O", "O", "H", "H", "H"],
  "positions_angstrom": [[2.75051, -0.47118, 0.00252], [1.72729, 0.15183, -0.00013], [0.57952, 0.95843, -0.01095], [-0.69996, 0.59847, -0.02201], [-1.67398, 1.48261, 0.00217], [-1.19703, -0.85406, 0.00732], [-0.42784, -1.79504, -0.01236], [-2.51974, -0.96738, -0.00617], [3.62587, -1.09376, 0.01011], [0.72246, 2.04997, -0.01547], [-2.88710, -0.05990, 0.04497]],
  "molar_mass_g_mol": 114.07,
  "energy_ev": -12043.56327,
  "e_above_lowest_kcal_mol": 44.10,
  "smiles": "C#C/C=C(/F)C(=O)O"
}

{
  "formula": "C5H3HgNO5",
  "method": "ωB97M-V/def2-TZVPD",
  "species": ["O", "C", "Hg", "O", "C", "C", "O", "C", "O", "C", "O", "N", "H", "H", "H"],
  "positions_angstrom": [[-1.10874, -1.51250, -3.61651], [-0.75636, -1.05018, -2.62666], [-0.00089, -0.09475, -0.80914], [2.71713, 2.46945, -1.80381], [1.92253, 1.72484, -1.47919], [1.00848, 1.24129, 2.13039], [1.41508, 1.75035, 3.06033], [1.94221, -1.67463, 0.12726], [2.86394, -2.26365, 0.41106], [-1.63764, 1.95533, -0.29296], [-2.23609, 2.90879, -0.18803], [-1.38483, -1.23289, 1.14379], [-1.99611, -0.57524, 1.65292], [-0.80242, -1.79674, 1.78292], [-1.94627, -1.84947, 0.50761]],
  "molar_mass_g_mol": 357.67,
  "energy_ev": -21115.60748,
  "e_above_lowest_kcal_mol": 0.00,
  "charge": 2
}

{
  "formula": "C5H3IN",
  "method": "ωB97M-V/def2-TZVPD",
  "species": ["C", "C", "C", "C", "C", "N", "I", "H", "H", "H"],
  "positions_angstrom": [[-0.13321, -0.86592, -0.01204], [0.79928, 0.01026, -0.07761], [-1.25090, -1.59642, -0.05414], [1.61978, 0.98782, -0.07306], [-2.10600, -2.46470, 0.00133], [2.46748, 1.89979, 0.07985], [-4.09949, 0.71988, -0.07846], [-2.68906, -3.31687, -0.19426], [3.09280, 1.84545, 0.89670], [2.29934, 2.78071, -0.48832]],
  "molar_mass_g_mol": 203.99,
  "energy_ev": -14810.53134,
  "e_above_lowest_kcal_mol": 45.21,
  "charge": 1
}

{
  "formula": "C5H3N",
  "method": "ωB97M-V/def2-TZVPD",
  "species": ["C", "C", "C", "C", "C", "N", "H", "H", "H"],
  "positions_angstrom": [[0.77006, -1.01159, -1.86640], [0.22345, -1.10938, -0.77077], [-0.48534, -1.18149, 0.44415], [-0.70773, 0.02425, 1.06782], [-0.19182, 1.26950, 0.64238], [0.41938, 2.21779, 0.40313], [1.13843, -1.14312, -2.86334], [-0.66108, -2.26815, 0.86299], [-1.06466, -0.06103, 2.07537]],
  "molar_mass_g_mol": 77.09,
  "energy_ev": -6720.20181,
  "e_above_lowest_kcal_mol": 12.02,
  "smiles": "C#C/C=C\\C#N"
}

{
  "formula": "C5H3N",
  "method": "ωB97M-V/def2-TZVPD",
  "species": ["C", "C", "C", "C", "C", "N", "H", "H", "H"],
  "positions_angstrom": [[0.22694, -0.96305, -0.15615], [1.32565, -0.07159, -0.03267], [-0.91130, 1.05171, -0.07161], [-1.09289, -0.39422, -0.06798], [2.28248, 0.68973, 0.00451], [-0.42248, 2.09633, -0.02798], [-1.84024, -0.96914, -0.68994], [-1.36429, -0.56764, 0.96675], [3.22322, 1.14497, -0.11401]],
  "molar_mass_g_mol": 77.09,
  "energy_ev": -6717.37309,
  "e_above_lowest_kcal_mol": 77.26
}

{
  "formula": "C5H3N2O3",
  "method": "ωB97M-V/def2-TZVPD",
  "species": ["N", "C", "N", "C", "C", "C", "O", "O", "C", "O", "H", "H", "H"],
  "positions_angstrom": [[0.23771, -3.70655, -0.86741], [0.68117, -2.74492, -0.36954], [1.08623, -1.61045, 0.17990], [0.54406, -1.29460, 1.47843], [-0.89965, -1.23282, 1.48343], [-1.38388, 0.04192, 1.88200], [-2.45186, 0.54554, 2.14108], [-0.21166, 0.89386, 1.92032], [0.91101, 0.16524, 1.67320], [2.01531, 0.59362, 1.46577], [1.99891, -1.23501, -0.08234], [0.96031, -1.90934, 2.30104], [-1.54765, -2.07481, 1.28782]],
  "molar_mass_g_mol": 139.09,
  "energy_ev": -14357.26135,
  "e_above_lowest_kcal_mol": 1.64,
  "smiles": "N#CN[C@@H]1C=C([O-])OC1=O",
  "charge": -1
}

{
  "formula": "C5H3N3",
  "method": "ωB97M-V/def2-TZVPD",
  "species": ["C", "C", "C", "C", "C", "N", "N", "N", "H", "H", "H"],
  "positions_angstrom": [[2.23933, -1.58108, 0.72976], [1.68341, -0.51143, 0.50848], [0.08562, 1.29880, 0.23275], [-1.73126, -0.06448, -0.10611], [-3.98193, 0.43776, 0.08740], [-5.04734, 0.04796, 0.09505], [1.27428, 0.74039, 0.34046], [-2.66611, 0.82507, 0.14295], [2.96203, -2.39262, 0.90634], [2.03230, 1.42924, 0.41532], [-2.71626, 1.89571, 0.38607]],
  "molar_mass_g_mol": 105.10,
  "energy_ev": -9693.47717,
  "e_above_lowest_kcal_mol": 215.45
}